Entry 1:
C38H22F9N2O6PTi as an isolated structure, computed with ωB97M-V/def2-TZVPD.

Structure (XYZ):
```
79
C38H22F9N2O6PTi | the Open Molecules 2025 dataset | ωB97M-V/def2-TZVPD
Ti -1.48 -0.04 -0.56
O -1.75 4.03 -1.54
C -1.78 2.84 -0.92
O -1.65 1.76 -1.58
C -1.94 2.72 0.46
C -2.12 3.71 1.46
C -2.33 3.31 2.75
C -2.39 1.92 3.06
C -2.19 1.02 2.07
N -1.94 1.38 0.79
C -2.27 -0.48 2.19
O -2.46 -1.06 3.23
O -2.11 -1.06 1.00
H -1.58 3.86 -2.47
H -2.10 4.75 1.18
H -2.47 4.05 3.53
H -2.60 1.56 4.06
O 0.31 -2.00 -3.68
C -0.45 -1.46 -2.91
O -0.16 -0.58 -2.00
C -1.94 -1.79 -2.96
C -2.45 -2.67 -3.94
C -3.78 -2.93 -3.94
C -4.63 -2.33 -2.98
C -6.02 -2.56 -2.94
C -6.79 -1.95 -1.99
C -6.19 -1.08 -1.04
C -4.85 -0.84 -1.06
C -4.04 -1.47 -2.04
N -2.69 -1.22 -2.05
H -1.75 -3.10 -4.65
H -4.21 -3.60 -4.68
H -6.47 -3.23 -3.66
H -7.85 -2.13 -1.96
H -6.81 -0.60 -0.30
H -4.39 -0.18 -0.34
F 4.15 -0.24 6.42
C 3.17 0.65 6.19
F 3.70 1.87 6.41
F 2.23 0.45 7.12
C 2.63 0.53 4.79
C 1.40 -0.06 4.56
C 0.93 -0.18 3.26
C 1.68 0.29 2.19
C 2.93 0.87 2.44
C 3.40 0.99 3.73
P 1.06 0.02 0.50
C 1.90 -1.53 0.04
C 1.13 -2.69 0.10
C 1.71 -3.92 -0.20
C 3.05 -3.98 -0.55
C 3.82 -2.83 -0.59
C 3.24 -1.61 -0.29
C 3.68 -5.29 -0.92
F 3.79 -5.43 -2.25
F 2.98 -6.34 -0.47
F 4.93 -5.40 -0.42
C 1.81 1.37 -0.47
C 2.32 1.17 -1.75
C 2.71 2.25 -2.52
C 2.58 3.54 -2.02
C 2.07 3.75 -0.75
C 1.68 2.67 0.02
C 2.99 4.73 -2.85
F 1.93 5.53 -3.09
F 3.90 5.49 -2.21
F 3.51 4.38 -4.03
H 0.80 -0.42 5.39
H -0.03 -0.66 3.10
H 3.53 1.23 1.61
H 4.37 1.44 3.92
H 0.09 -2.65 0.38
H 1.12 -4.82 -0.15
H 4.87 -2.89 -0.85
H 3.85 -0.71 -0.32
H 2.37 0.17 -2.17
H 3.10 2.09 -3.52
H 1.96 4.76 -0.37
H 1.27 2.84 1.01
```

Its HOMO energy (alpha / beta) is -0.23661 / -0.23725 hartree. The value obtained for the total energy is -4112.13871 Ha. The value obtained for the energy above the lowest of the compared OMol25 structures with the same formula, charge and spin is 0.497 eV. The calculation puts the HOMO-LUMO gap (alpha / beta) at 5.53 / 5.59 eV.



Entry 2:
C32H45BrN8S3Sc as an isolated structure, computed with ωB97M-V/def2-TZVPD.

Structure (XYZ):
```
90
C32H45BrN8S3Sc | the Open Molecules 2025 dataset | ωB97M-V/def2-TZVPD
Sc 0.19 -0.36 0.96
C 1.70 -0.69 5.54
C 1.60 -0.50 4.04
S -0.04 -0.17 3.45
C 2.67 -0.55 3.23
C 4.07 -0.81 3.73
S 2.60 -0.31 1.47
H 0.71 -0.60 5.99
H 2.34 0.06 6.00
H 2.10 -1.67 5.79
H 4.10 -0.94 4.81
H 4.73 0.02 3.47
H 4.49 -1.70 3.26
S 1.03 6.55 0.63
C 0.71 4.81 0.66
C -0.04 4.17 -0.32
C -0.24 2.81 -0.21
N 0.22 2.07 0.80
C 0.92 2.70 1.75
C 1.19 4.06 1.72
C 1.16 6.80 -1.13
C 0.15 7.46 -1.82
C 0.30 7.62 -3.20
N 1.34 7.17 -3.88
C 2.30 6.55 -3.20
C 2.27 6.35 -1.83
H -0.44 4.71 -1.17
H -0.80 2.28 -0.98
H 1.30 2.08 2.56
H 1.79 4.50 2.50
H -0.71 7.85 -1.31
H -0.47 8.13 -3.77
H 3.15 6.21 -3.78
H 3.08 5.85 -1.32
C -2.37 0.94 -4.14
C -2.86 0.38 -2.82
N -1.72 0.22 -1.93
C -0.43 0.02 -2.29
N 0.46 -0.14 -1.34
C 1.87 -0.28 -1.75
C 2.16 0.43 -3.05
C 1.21 -0.10 -4.10
N -0.15 0.04 -3.62
C -1.22 0.07 -4.62
H -2.02 1.97 -4.00
H -3.17 0.94 -4.88
H -3.34 -0.59 -2.98
H -3.58 1.03 -2.34
H -1.89 0.31 -0.94
H 2.12 -1.35 -1.84
H 2.50 0.11 -0.96
H 3.20 0.27 -3.35
H 2.01 1.50 -2.93
H 1.43 -1.15 -4.33
H 1.29 0.46 -5.03
H -1.57 -0.94 -4.83
H -0.79 0.47 -5.54
Br -2.93 -2.38 -0.23
C -3.30 -0.85 0.81
C -4.63 -0.59 1.11
C -4.91 0.52 1.88
C -3.87 1.33 2.32
C -2.58 0.99 1.96
N -2.28 -0.09 1.21
H -5.40 -1.25 0.76
H -5.94 0.75 2.14
H -4.04 2.20 2.93
H -1.74 1.57 2.31
C 0.81 -5.02 -1.16
C 1.37 -5.05 0.25
N 0.37 -4.85 1.30
C -0.11 -6.04 2.00
C -1.16 -6.82 1.23
C -0.13 -3.62 1.53
C -1.17 -3.46 2.59
N 0.27 -2.56 0.88
H 1.61 -5.19 -1.88
H 0.35 -4.06 -1.39
H 0.06 -5.80 -1.30
H 2.17 -4.32 0.38
H 1.84 -6.02 0.45
H -0.49 -5.74 2.98
H 0.77 -6.67 2.20
H -1.96 -6.16 0.90
H -1.59 -7.59 1.85
H -0.73 -7.30 0.35
H -0.76 -3.71 3.57
H -2.03 -4.11 2.40
H -1.49 -2.43 2.63
H 1.01 -2.77 0.22
```

Its HOMO energy is -0.32037 hartree. The value obtained for the total energy is -6213.73440 Ha. Its charge is +1. The value obtained for the energy above the lowest of the compared OMol25 structures with the same formula, charge and spin is 0.095 eV. The calculation puts the HOMO-LUMO gap at 6.14 eV.



Entry 3:
The molecule C2H4O2Si in a non-equilibrium geometry, computed with ωB97M-V/def2-TZVPD.

Structure (XYZ):
```
9
C2H4O2Si | the Open Molecules 2025 dataset | ωB97M-V/def2-TZVPD
C 0.16 -0.74 0.23
C 0.52 0.73 -0.23
O -1.20 -1.08 0.05
O -0.45 1.59 0.20
Si -2.45 -0.08 -0.12
H 0.56 -0.74 1.18
H 0.81 -1.40 -0.32
H 0.59 0.87 -1.33
H 1.47 0.85 0.35
```

Its HOMO energy is -0.30651 hartree. The value obtained for the total energy is -518.50071 Ha. The value obtained for the energy above the lowest of the compared OMol25 structures with the same formula, charge and spin is 2.916 eV. The calculation puts the HOMO-LUMO gap at 7.39 eV.